(1)
This record from the Open Molecules 2025 dataset describes a 5-piece molecular cluster, C11H31NO6 overall. The level of theory is ωB97M-V/def2-TZVPD.

## Properties
Orbital gap   8.736 eV
HOMO   -8.34 eV
Structure (SMILES)   CC1(C)CCCC(C)(C)N1O.OCCO.O.O.O
Multiplicity   1

Element x y z (Å)
C1 2.241648 -0.622032 -3.107326
C2 1.718333 -1.344951 -1.866630
C3 2.234443 -2.782403 -1.898381
C4 2.163019 -0.606533 -0.617943
C5 1.461859 -1.085673 0.642292
C6 -0.054846 -0.985024 0.499678
C7 -0.577586 -1.670875 -0.752093
C8 -0.632672 -3.196808 -0.569528
C9 -1.983557 -1.172725 -0.995107
N1 0.244446 -1.237016 -1.886777
O1 -0.271825 -1.830479 -3.072470
H1 3.296132 -0.372175 -2.964815
H2 2.144013 -1.223135 -4.010821
H3 1.723907 0.330298 -3.265002
H4 2.114017 -3.290714 -0.944969
H5 1.711832 -3.343374 -2.673499
H6 3.300672 -2.807264 -2.143114
H7 3.245300 -0.727698 -0.478095
H8 2.009395 0.470523 -0.726227
H9 1.743832 -2.108954 0.896128
H10 1.807301 -0.453105 1.465076
H11 -0.383771 0.053848 0.519131
H12 -0.528827 -1.491682 1.346316
H13 -1.478076 -3.501171 0.049929
H14 0.263035 -3.579820 -0.081037
H15 -0.745230 -3.670231 -1.545703
H16 -1.974619 -0.105956 -1.231883
H17 -2.582768 -1.293255 -0.088484
H18 -2.478555 -1.688434 -1.816503
H19 -0.312304 -1.099742 -3.696887
O2 -2.143122 2.061768 0.272848
C10 -1.624566 3.092328 -0.569705
C11 -0.136215 2.992700 -0.451737
O3 0.340600 3.335010 0.830560
H20 -3.096984 1.951819 0.231081
H21 -1.965106 2.943686 -1.600789
H22 -2.002887 4.064829 -0.239685
H23 0.345391 3.640079 -1.190121
H24 0.163889 1.975939 -0.746344
H25 -0.096875 2.768379 1.483982
O4 0.295026 0.299476 4.764483
H26 -0.089310 0.699767 3.969121
H27 1.243857 0.416550 4.676330
O5 -2.131335 3.543840 4.711615
H28 -1.267451 3.884207 4.966181
H29 -2.543964 3.274088 5.537735
O6 -1.257990 1.618114 2.865941
H30 -1.750511 1.638483 2.032957
H31 -1.700995 2.235495 3.470293

Atoms 1-2, force components in eV/Å:
C 0.1 0.4 0.0
C -0.4 -0.1 -0.2

Mulliken population analysis, charges in e, atoms 1 to 8:
1 C -2.101
2 C 1.829
3 C -1.870
4 C -1.079
5 C -0.799
6 C -0.655
7 C 1.940
8 C -1.922



(2)
This record from the Open Molecules 2025 dataset describes a 2-piece molecular cluster, C2H8NS overall at a distorted geometry. The level of theory is ωB97M-V/def2-TZVPD.

## Properties
Orbital gap   6.986 eV
HOMO   -2.71 eV
Total charge   -1
Multiplicity   1

Element x y z (Å)
S1 1.266869 -1.681711 -0.290132
H1 0.554838 -2.619915 0.344526
C1 -1.954159 0.665893 0.554668
C2 -0.911356 1.262550 -0.396548
N1 0.333189 1.597182 0.358618
H2 -2.338929 1.418826 1.245408
H3 -1.420338 -0.079988 1.135237
H4 -2.737390 0.255754 -0.079062
H5 -1.112982 2.200210 -0.907540
H6 -0.726910 0.460398 -1.117930
H7 0.810578 2.255935 -0.243918
H8 0.897297 0.747278 0.396748

Atoms 1-2, force components in eV/Å:
S 0.1 0.1 -0.1
H -0.1 -0.1 0.1

Mulliken population analysis, charges in e, atoms 1 to 8:
1 S -0.858
2 H -0.057
3 C -1.018
4 C -0.247
5 N -0.680
6 H 0.317
7 H 0.208
8 H 0.310



(3)
This record from the Open Molecules 2025 dataset describes one molecule with the formula C6H10O3 at a distorted geometry. The level of theory is ωB97M-V/def2-TZVPD.

## Properties
Orbital gap   10.162 eV
HOMO   -9.46 eV
Structure (SMILES)   C[C@H]1CC(=O)[C@@]1(O)CO
Multiplicity   1

Element x y z (Å)
C1 -0.552923 1.470861 -1.243798
C2 -0.478462 -0.003560 -0.898533
C3 0.718286 -0.824129 -1.462659
C4 0.765167 -1.538383 -0.130174
O1 1.179927 -2.603970 0.243010
C5 -0.114254 -0.472940 0.541408
O2 -1.301978 -1.076786 1.370424
C6 0.689352 0.467982 1.427270
O3 -0.400938 1.229133 1.884260
H1 0.367321 1.997054 -0.954014
H2 -0.696842 1.594418 -2.326216
H3 -1.398272 1.954082 -0.736503
H4 -1.418762 -0.502157 -1.174474
H5 0.556099 -1.450977 -2.347704
H6 1.618656 -0.208309 -1.613987
H7 -0.933972 -1.626690 2.071084
H8 1.171377 -0.094180 2.244648
H9 1.391894 1.094163 0.864279
H10 -1.161677 0.594390 2.241677

Atoms 1-2, force components in eV/Å:
C -0.1 0.2 0.1
C -0.5 0.0 0.1

Mulliken population analysis, charges in e, atoms 1 to 8:
1 C -1.443
2 C -0.048
3 C -0.561
4 C -0.040
5 O -0.577
6 C 1.274
7 O -0.677
8 C -0.704



(4)
This record from the Open Molecules 2025 dataset describes C41H59Cl2GeN2O6Ti as an isolated structure at a distorted geometry. The level of theory is ωB97M-V/def2-TZVPD.

## Properties
Orbital gap (spin up / spin down)   6.275 / 7.153 eV
HOMO (spin up / spin down)   -3.74 / -5.18 eV
Total charge   -1
Multiplicity   3

Element x y z (Å)
Ti1 -0.732135 -0.209670 0.092384
C1 1.867006 2.386690 -1.927781
C2 3.111895 1.561363 -2.241771
C3 3.306263 1.463005 -3.760179
C4 3.287666 0.177912 -1.613721
C5 4.625538 -0.154721 -1.390315
C6 5.009283 -1.399293 -0.942244
C7 4.032326 -2.364160 -0.788936
C8 2.684704 -2.094744 -1.001477
C9 1.785257 -3.330329 -0.988613
C10 0.939300 -3.431241 -2.257131
C11 0.999685 -3.578577 0.298429
C12 2.296174 -0.776641 -1.332961
N1 0.915672 -0.403226 -1.377021
C13 0.394435 -0.112767 -2.568646
C14 -0.871409 0.475427 -2.731367
N2 -1.666817 0.775513 -1.716974
C15 -2.794069 1.586435 -2.014653
C16 -4.063679 1.139064 -1.631325
C17 -5.178193 1.888314 -1.981606
C18 -5.055503 3.071822 -2.689747
C19 -3.792895 3.527320 -3.021368
C20 -2.647306 2.814724 -2.677061
C21 -1.294022 3.417624 -3.003596
C22 -1.186847 4.880552 -2.566611
C23 -0.963694 3.319823 -4.494374
C24 -4.251609 -0.159941 -0.878950
C25 -5.076861 0.010466 0.393242
C26 -4.860626 -1.226217 -1.789343
H1 2.129215 3.446872 -1.914264
H2 1.427426 2.143641 -0.964023
H3 1.103229 2.248053 -2.693074
H4 3.963485 2.134419 -1.862258
H5 2.479488 0.915133 -4.216439
H6 4.233912 0.949942 -4.014918
H7 3.328823 2.461247 -4.202179
H8 5.378732 0.601933 -1.575812
H9 6.049040 -1.624006 -0.750342
H10 4.313818 -3.371022 -0.506651
H11 2.496424 -4.161999 -1.046017
H12 0.171893 -2.665579 -2.294335
H13 0.447874 -4.405176 -2.300355
H14 1.575361 -3.328580 -3.139521
H15 0.388552 -2.728324 0.596161
H16 1.682924 -3.780785 1.124675
H17 0.338401 -4.438971 0.171234
H18 0.943925 -0.344759 -3.481820
H19 -1.190204 0.691331 -3.752310
H20 -6.160534 1.533088 -1.699219
H21 -5.933717 3.641610 -2.964440
H22 -3.687336 4.468491 -3.544954
H23 -0.548252 2.856685 -2.438873
H24 -1.817236 5.527149 -3.178991
H25 -0.157476 5.221229 -2.686836
H26 -1.468461 5.006932 -1.525549
H27 -1.687405 3.892867 -5.078268
H28 -0.982776 2.293393 -4.861047
H29 0.026968 3.731415 -4.692993
H30 -3.261585 -0.508023 -0.579541
H31 -6.093583 0.340409 0.172613
H32 -4.618548 0.737384 1.063981
H33 -5.144147 -0.945208 0.915858
H34 -5.840739 -0.906200 -2.151172
H35 -4.980735 -2.167584 -1.253436
H36 -4.225177 -1.411006 -2.655865
Cl1 -4.714301 -6.339809 0.161434
C27 -3.700581 -4.943099 -0.138341
C28 -3.248929 -4.702592 -1.433151
C29 -2.439530 -3.597368 -1.666498
C30 -2.078790 -2.743727 -0.634579
O1 -1.261260 -1.720388 -0.858994
C31 -2.568417 -2.974472 0.680447
C32 -2.280295 -2.074098 1.716616
O2 -1.645492 -0.932737 1.505028
C33 -3.380671 -4.110049 0.905452
H37 -3.524348 -5.370211 -2.236263
H38 -2.069911 -3.386578 -2.660144
H39 -2.586729 -2.275207 2.740619
H40 -3.756987 -4.311058 1.899334
O3 -1.576852 3.769029 0.785023
Cl2 -1.284049 2.433164 1.166475
O4 -0.794499 2.358731 2.504001
O5 -0.241059 1.871101 0.239801
O6 -2.416573 1.542220 0.976067
C34 2.011403 -1.785142 7.070114
C35 1.123857 -0.942631 6.164707
C36 1.516161 -1.033042 4.693467
C37 0.612161 -0.216195 3.776560
Ge1 1.219237 -0.206679 1.881977
C38 2.521964 1.286277 1.680301
C39 3.735872 1.202496 2.613295
C40 3.545967 1.959385 3.924279
C41 4.744474 1.831491 4.854226
H41 1.700178 -1.729390 8.113341
H42 3.049434 -1.453343 7.013558
H43 1.988258 -2.834083 6.770048
H44 1.168635 0.105473 6.477714
H45 0.079622 -1.250412 6.275061
H46 1.507033 -2.082403 4.381587
H47 2.555180 -0.708009 4.590526
H48 0.552568 0.821768 4.111282
H49 -0.408942 -0.602940 3.819185
H50 2.215052 -1.409619 1.900250
H51 2.002169 2.237419 1.820725
H52 2.847828 1.262899 0.641380
H53 4.628310 1.600262 2.113726
H54 3.969011 0.156518 2.838819
H55 2.651677 1.592770 4.430732
H56 3.355266 3.013950 3.700693
H57 4.913675 0.787505 5.127150
H58 4.607437 2.397710 5.776582
H59 5.654670 2.194579 4.371077

Atoms 1-2, force components in eV/Å:
Ti 0.2 0.3 -0.7
C 0.1 0.0 0.1

Mulliken population analysis, charges in e, atoms 1 to 8:
1 Ti -2.848
2 C -0.960
3 C 0.174
4 C -1.917
5 C 0.568
6 C -0.593
7 C -1.519
8 C -0.481



(5)
This record from the Open Molecules 2025 dataset describes C23H22F4N4O6S2 as an isolated structure at a distorted geometry. The level of theory is ωB97M-V/def2-TZVPD.

## Properties
Orbital gap   9.426 eV
HOMO   -9.38 eV
Multiplicity   1

Element x y z (Å)
O1 0.212394 2.957700 -1.418483
S1 0.213237 2.068440 -2.515195
O2 1.399120 1.990113 -3.277507
O3 -0.150926 0.531324 -2.127126
C1 -1.507659 0.570014 -1.739104
F1 -1.571658 1.080811 -0.496679
C2 -2.139368 1.430899 -2.841360
S2 -3.589576 2.461634 -2.382696
O4 -3.648114 3.577482 -3.267479
O5 -3.589379 2.786838 -0.996815
C3 -5.097049 1.413984 -2.708138
F2 -6.041049 1.860168 -1.894158
F3 -4.853881 0.127394 -2.432251
F4 -5.469176 1.540822 -3.971994
O6 -1.133475 2.314909 -3.351636
H1 -1.996573 -0.395347 -1.666792
H2 -2.383046 0.842560 -3.718892
N1 2.730190 2.396372 2.104406
C4 1.865418 3.002954 1.291669
C5 1.387219 4.287648 1.495690
C6 1.829802 4.982664 2.608305
C7 2.728656 4.368551 3.465626
C8 3.146052 3.080600 3.168048
H3 1.544056 2.425038 0.437520
H4 0.687065 4.726974 0.799025
H5 1.480095 5.988112 2.804863
H6 3.099111 4.875653 4.345897
H7 3.850924 2.564162 3.810667
N2 4.313467 0.041539 -5.435141
C9 3.055603 0.480889 -5.375301
C10 2.160455 0.383130 -6.430849
C11 2.592098 -0.197495 -7.611697
C12 3.895928 -0.657418 -7.690204
C13 4.710626 -0.515052 -6.577031
H8 2.759133 0.929373 -4.438676
H9 1.150125 0.755569 -6.326738
H10 1.923334 -0.290300 -8.458197
H11 4.274671 -1.116631 -8.592959
H12 5.737470 -0.864149 -6.594595
N3 -0.621300 -2.511357 0.428930
C14 0.187389 -1.454669 0.348337
C15 1.067681 -1.074027 1.348559
C16 1.110508 -1.838364 2.503027
C17 0.278460 -2.942218 2.608070
C18 -0.563659 -3.233909 1.547106
H13 0.112240 -0.887210 -0.569993
H14 1.700468 -0.203678 1.228045
H15 1.782618 -1.575867 3.310047
H16 0.276082 -3.562917 3.487847
H17 -1.228529 -4.089352 1.589902
N4 -1.519853 -4.317284 4.922969
C19 -0.758953 -4.307942 6.015690
C20 -1.255808 -4.151937 7.299991
C21 -2.622003 -3.992098 7.459752
C22 -3.429659 -3.996838 6.335039
C23 -2.830678 -4.163978 5.096050
H18 0.306045 -4.432306 5.846308
H19 -0.588597 -4.154978 8.150636
H20 -3.050510 -3.865655 8.445536
H21 -4.500828 -3.874362 6.414235
H22 -3.426424 -4.176981 4.189880

Atoms 1-2, force components in eV/Å:
O -0.5 -0.1 0.4
S 1.5 0.2 0.3

Mulliken population analysis, charges in e, atoms 1 to 8:
1 O -0.445
2 S 1.019
3 O -0.562
4 O -0.470
5 C -0.003
6 F -0.249
7 C -0.374
8 S 1.212



(6)
This record from the Open Molecules 2025 dataset describes C24H47AgClF6NO20PS6 as an isolated structure at a distorted geometry. The level of theory is ωB97M-V/def2-TZVPD.

## Properties
Orbital gap (spin up / spin down)   9.747 / 6.348 eV
HOMO (spin up / spin down)   -9.55 / -9.55 eV
Multiplicity   2

Element x y z (Å)
Ag1 0.221646 -0.001024 0.637631
C1 -1.919403 2.133705 3.072895
F1 -2.875860 2.559877 3.898978
F2 -2.074230 2.726172 1.892212
F3 -0.726157 2.420295 3.581869
S1 -2.172298 0.297965 2.898361
O1 -2.630618 -0.134991 4.175580
O2 -3.056054 0.087554 1.801607
N1 -0.663388 -0.306545 2.537385
S2 0.000705 -1.117663 3.780741
O3 1.321139 -1.536384 3.423779
O4 -0.100461 -0.407269 5.003856
C2 -0.943054 -2.725988 3.921102
F4 -2.154350 -2.691718 3.375185
F5 -0.231957 -3.678131 3.306756
F6 -1.044579 -3.035557 5.199528
Cl1 2.142827 0.303478 -2.594914
O5 2.782263 -0.982504 -2.757292
O6 3.117493 1.323389 -2.336879
O7 1.368731 0.620831 -3.763915
O8 1.225129 0.224648 -1.463020
C3 -2.113481 -5.407606 -1.535135
C4 -3.161686 -5.091359 -0.466104
C5 -2.539808 -4.027557 0.425584
S3 -2.000535 -2.858933 -0.811686
O9 -0.853460 -2.093899 -0.378580
O10 -3.154195 -2.155055 -1.283687
C6 -1.500917 -4.080557 -2.023012
H1 -2.509400 -5.998064 -2.357026
H2 -1.310949 -5.982006 -1.063706
H3 -3.526908 -5.977427 0.049885
H4 -4.046984 -4.645800 -0.934633
H5 -1.708755 -4.454029 0.990562
H6 -3.215044 -3.485459 1.082292
H7 -0.415023 -4.116930 -1.954170
H8 -1.831600 -3.745056 -3.001592
C7 2.045232 5.338641 -1.221584
C8 0.568412 5.759340 -1.175357
C9 -0.180719 5.013594 -0.050172
S4 0.946880 3.780116 0.559972
O11 0.354049 2.471753 0.567032
O12 1.558550 4.297009 1.763438
C10 2.106306 3.894829 -0.758964
H9 2.678250 5.979208 -0.608799
H10 2.372981 5.427020 -2.257075
H11 0.073011 5.503918 -2.109172
H12 0.467449 6.838082 -1.066403
H13 -1.079654 4.518911 -0.416292
H14 -0.494485 5.704514 0.729167
H15 1.772791 3.220509 -1.552644
H16 3.050224 3.467843 -0.420285
C11 1.961575 -4.988873 -0.642269
C12 1.416715 -4.813253 0.764564
C13 2.518380 -4.034503 1.472445
S5 2.845984 -2.695518 0.359538
O13 4.189691 -2.221994 0.423512
O14 1.749395 -1.796348 0.562939
C14 2.526413 -3.636500 -1.127787
H17 1.227608 -5.419862 -1.333235
H18 2.727892 -5.770122 -0.663516
H19 1.175471 -5.726385 1.304193
H20 0.519613 -4.186006 0.693185
H21 3.423659 -4.656404 1.514100
H22 2.389563 -3.706046 2.502422
H23 3.491906 -3.868210 -1.572651
H24 1.922637 -3.066218 -1.822788
C15 4.965593 0.784782 4.192254
C16 3.898532 1.760037 4.747767
C17 3.049600 2.291912 3.615295
S6 3.393775 1.288311 2.166373
O15 4.219314 2.046157 1.269109
O16 2.186910 0.671377 1.680845
C18 4.373681 0.067019 2.997419
H25 5.404384 0.126870 4.936496
H26 5.805373 1.377206 3.802862
H27 4.459382 2.572757 5.209989
H28 3.330154 1.293257 5.551094
H29 3.314102 3.307540 3.326306
H30 1.968739 2.299442 3.744980
H31 4.945323 -0.489989 2.258808
H32 3.615311 -0.640854 3.368328
C19 -5.607988 2.692401 -1.109190
C20 -4.428094 1.832790 -0.754879
O17 -3.257833 2.357394 -1.448164
P1 -2.085110 1.377200 -1.733309
O18 -1.514336 0.696015 -0.578141
O19 -1.017451 2.261335 -2.472557
C21 -1.408233 3.061753 -3.616357
C22 -0.160672 3.316974 -4.446740
O20 -2.666942 0.418978 -2.817887
C23 -1.746531 -0.470276 -3.505985
C24 -2.548975 -1.333578 -4.473136
H33 -6.516636 2.319602 -0.639531
H34 -5.443071 3.742882 -0.867934
H35 -5.785993 2.683377 -2.190389
H36 -4.215541 1.886825 0.311921
H37 -4.588853 0.786780 -1.018816
H38 -2.143525 2.527209 -4.218197
H39 -1.820237 3.987902 -3.217605
H40 -0.245759 4.293794 -4.930266
H41 0.707979 3.285054 -3.792994
H42 -0.014678 2.597210 -5.249197
H43 -0.994938 0.127748 -4.016965
H44 -1.226133 -1.104019 -2.787032
H45 -2.021950 -2.280893 -4.593388
H46 -3.512448 -1.536218 -4.002331
H47 -2.690778 -0.873509 -5.446804

Atoms 1-2, force components in eV/Å:
Ag 0.5 0.1 -0.8
C -0.1 -0.1 -0.1

Mulliken population analysis, charges in e, atoms 1 to 8:
1 Ag 2.927
2 C 0.708
3 F -0.241
4 F -0.204
5 F -0.271
6 S 0.187
7 O -0.572
8 O -0.564